Record 1
Here is a molecular structure, C25H21Cl2N6SeV from OMol25. Energies are from wB97M-V/def2-TZVPD.

Geometry as XYZ:
```
56
Properties=species:S:1:pos:R:3:forces:R:3
H 2.55947 -1.47140 0.65588 0.04 -0.02 0.00
V -0.13031 -0.04459 0.11120 0.51 -1.50 2.01
H 1.35439 3.70330 0.28228 0.04 0.00 0.01
H -2.17250 2.25040 0.05621 0.00 -0.03 -0.08
C -1.07607 -5.21117 -0.84153 0.02 0.02 0.19
H 3.77180 3.26668 0.64463 0.03 0.00 0.00
H -0.14836 0.09087 -6.26542 0.77 -0.65 -0.83
Cl -0.70529 -4.38562 1.67241 0.01 0.02 0.18
C -1.01833 -5.14657 -2.24753 -0.11 -0.20 -0.17
C -1.30432 -0.76702 4.26277 0.00 -0.04 0.00
H -0.32900 -3.94861 -3.89864 -0.02 -0.06 0.00
H -1.10908 3.38931 1.95333 -0.02 -0.03 0.00
C -1.42173 1.59877 3.95142 0.07 -0.01 -0.07
C 1.14629 2.67080 -0.02543 0.05 -0.01 -0.09
H 2.16132 -2.35069 -2.83549 0.37 -0.17 -0.02
H -1.72406 3.32937 -2.87773 -0.01 -0.02 0.03
H -1.52989 -1.66611 4.81862 0.00 0.00 0.00
N 0.26977 -1.93566 0.17743 0.06 -0.27 -0.32
N -2.19769 -0.22341 0.44810 -0.32 -0.18 0.09
H 0.57259 3.00479 2.28753 -0.02 0.01 -0.03
H 1.06115 2.65422 -1.11750 0.07 0.01 0.05
H -2.25644 0.57933 5.63901 0.01 0.00 0.00
C -1.70233 0.48082 4.71426 -0.03 -0.01 0.06
C -0.03846 -2.94596 -0.55614 -0.02 0.30 0.47
H -1.28365 3.64359 -0.61467 -0.02 -0.04 0.03
C 2.92052 -0.44780 0.65671 0.00 0.10 0.02
C -0.74763 1.43004 2.75041 -0.07 -0.18 0.12
Cl 1.01331 -1.77273 -2.76339 -0.48 0.26 0.07
C 4.54366 1.27164 0.93553 0.17 0.00 0.04
Se -4.75774 0.27737 1.84488 -0.04 0.01 0.02
C -1.28969 2.33326 -2.95365 0.09 0.47 -0.36
C -3.21865 -0.06235 0.97903 0.01 0.04 -0.08
C -0.59861 -4.20802 -0.05296 0.02 -0.14 -0.27
C 3.56172 2.20535 0.64958 -0.16 -0.01 -0.04
C -1.17384 1.90311 -4.27171 0.22 -0.35 0.05
C 4.22639 -0.07656 0.93902 -0.06 -0.03 -0.02
H -0.37607 -1.79603 2.58137 -0.01 -0.02 0.02
C -1.25167 2.55430 -0.44908 0.26 0.14 -0.06
N -0.43062 0.54697 -1.43881 -0.69 2.11 -2.71
N -0.13807 2.19930 0.49147 -0.09 0.18 -0.10
C -0.63483 0.69841 -4.76239 -0.72 0.93 1.39
H -1.74899 2.58334 4.25800 0.01 0.01 -0.01
H -1.53237 2.56774 -5.04913 -0.20 -0.13 0.01
C -0.65811 -0.85708 3.04448 0.04 0.09 -0.05
C -0.41815 -4.05990 -2.82471 0.23 0.37 -0.13
H 5.55193 1.59569 1.16356 -0.01 0.00 -0.01
H -1.44668 -5.93373 -2.85113 0.01 0.00 -0.01
N -0.38514 0.22630 2.30883 0.10 0.11 0.18
N 1.98373 0.45462 0.37240 -0.18 -0.07 -0.03
H -1.52337 -6.07867 -0.37166 0.00 0.03 0.05
C -0.20895 -0.35585 -5.26327 -0.19 0.01 -0.52
C 2.28057 1.75517 0.36250 0.02 0.14 0.02
H 4.96769 -0.83032 1.16438 0.01 0.00 0.01
C 0.07903 -3.05850 -1.99795 -0.10 -0.20 0.16
C -0.35905 2.59473 1.88095 -0.01 0.14 -0.05
C -0.97954 1.77473 -1.72828 0.35 -1.13 0.77
```
Positions in Å, forces in eV/Å.

Properties
**Relative energy (zero: lowest compared OMol25 entry of this formula, charge and spin)**: 652.5 kJ/mol
**Maximum force**: 3.5 eV/A
**HOMO (alpha / beta)**: -0.1034 / -0.0887 Eh
**Charge**: -1
**Lowest unoccupied orbital energy (alpha / beta)**: 2.156 / 2.139 eV
**2S+1**: 2

Atom charges from the Mulliken analysis, given in e for atoms 1 to 5:
1. H 0.53
2. V 0.12
3. H 0.37
4. H 0.43
5. C -0.48

=====

Record 2
Here is 5 unconnected molecules or ions with the total composition C25H21Cl4F3O2 from OMol25. Energies are from wB97M-V/def2-TZVPD.

Geometry as XYZ:
```
55
Properties=species:S:1:pos:R:3:forces:R:3
C 14.81361 16.58078 9.12701 1.19 0.43 1.91
F 11.26623 18.79494 -7.09562 0.02 0.77 1.19
H 11.58946 18.47384 -4.29892 -0.44 -0.23 -0.64
H 8.66741 13.54316 6.87233 0.09 -0.72 -0.34
C 5.76428 21.02527 -1.49887 -1.72 0.01 0.98
H 8.76080 16.31655 10.11952 0.04 0.89 0.50
H 7.75451 21.50276 -2.10034 0.03 -0.01 -0.16
C 14.59224 14.71342 10.67930 1.19 0.87 1.95
C 8.98285 14.59867 8.60997 -1.11 -1.52 1.41
O 8.24087 10.98353 7.92088 -0.07 0.47 0.87
Cl 9.05580 17.72118 3.39266 0.94 -0.10 -0.87
C 15.45877 15.37811 11.61513 -0.94 0.01 -1.47
H 8.83687 13.25353 11.82789 -0.07 0.46 -0.05
C 6.72982 21.36747 -2.41356 -1.61 0.44 -2.86
C 15.69880 17.20485 10.03232 -0.67 -2.46 0.06
H 8.20305 11.13987 6.97445 0.03 0.24 -0.02
C 3.97311 21.09212 -3.20502 0.64 -0.66 2.61
C 16.01941 16.63079 11.29340 -0.72 -0.78 -0.89
H 14.13495 13.75397 10.87099 0.16 -0.04 0.27
F 16.36987 18.23519 9.56338 0.57 1.38 0.15
H 14.58046 21.53916 -4.07534 -0.08 -0.18 0.45
H 15.66009 14.89504 12.55987 0.20 0.11 0.07
H 16.74055 17.06378 11.97081 -0.03 0.31 -0.13
C 12.08434 19.27551 -4.82696 0.97 0.97 0.62
Cl 10.23649 16.10621 1.18116 -0.15 0.97 0.53
H 8.34326 11.23167 10.51548 0.35 -0.22 0.13
C 6.29889 21.60234 -3.78340 -0.43 -0.65 1.94
C 8.46596 12.16643 8.61181 1.35 1.70 -0.72
C 13.67041 21.21803 -5.93849 -0.23 0.21 0.25
F 3.45990 20.74024 -0.87006 0.59 -0.12 -0.48
C 8.79780 13.30854 10.74999 -0.29 0.36 -2.22
Cl 11.97109 17.34768 3.11853 -0.31 0.04 0.13
H 6.02072 20.93565 -0.45359 0.02 -0.17 0.15
C 13.00705 20.00021 -3.97520 -0.46 0.20 -2.20
C 8.85037 14.50948 9.99127 1.01 0.15 2.53
H 2.93363 20.90052 -3.42678 -0.06 0.21 -0.18
C 4.39426 20.92665 -1.83531 0.77 0.61 -2.12
C 14.29667 15.34983 9.51942 -0.71 0.59 -1.93
C 13.79719 20.98168 -4.56736 -0.21 -0.30 -1.18
C 8.59565 12.15658 10.01824 -0.88 -0.76 -0.94
C 4.92389 21.41025 -4.15763 1.89 0.34 0.69
H 14.39294 21.88439 -6.38605 -0.18 0.26 -0.18
H 12.67658 20.88919 -7.79159 -0.17 -0.30 -0.11
H 4.59631 21.53415 -5.17926 0.19 0.07 -0.11
H 7.08269 21.92734 -4.45157 -0.31 -0.07 -0.46
H 13.23237 19.82113 -2.93424 -0.69 -0.59 0.09
C 10.45454 17.57881 2.22986 -0.17 -0.79 0.23
O 8.85315 15.64233 10.79665 0.02 -0.15 -1.21
H 9.03726 15.54263 8.08806 0.16 0.04 0.00
H 14.63126 17.05302 8.17299 -0.11 -0.12 -0.03
C 12.71058 20.60661 -6.74977 0.99 0.62 0.24
H 13.63841 14.89250 8.79559 -0.17 -0.32 0.05
Cl 10.61087 19.02870 1.25667 -0.32 -0.12 -0.03
C 11.94390 19.60693 -6.21390 0.48 -1.43 1.47
C 8.75240 13.40022 7.93945 -0.61 -0.92 0.06
```
Positions in Å, forces in eV/Å.

Properties
**Relative energy (zero: lowest compared OMol25 entry of this formula, charge and spin)**: 0.0 kJ/mol
**Maximum force**: 3.3 eV/A
**HOMO**: -0.2951 Eh
**SMILES string**: ClC(Cl)(Cl)Cl.Oc1ccc(O)cc1.Fc1ccccc1.Fc1ccccc1.Fc1ccccc1
**Charge**: 0
**Lowest unoccupied orbital energy**: -0.214 eV

Atom charges from the Mulliken analysis, given in e for atoms 1 to 5:
1. C -0.59
2. F -0.29
3. H 0.39
4. H 0.28
5. C -0.31